C4H9NO | ωB97M-V/def2-TZVPD

Properties
Spin multiplicity: 1
Net charge: 0
LUMO (spin up / spin down): 0.6 / 0.6 eV
Total energy: -287.650626 hartree
Frontier orbital gap (spin up / spin down): 9.0254 / 9.0264 eV
HOMO (spin up / spin down): -8.3945 / -8.3951 eV
Max |F|: 1.221 eV Å⁻¹

CARTESIAN COORDINATES (ANGSTROEM)
C 2.388 0.294 -1.469
C 0.955 0.125 -1.013
O 0.914 0.327 0.430
C -0.234 0.135 1.043
N -1.315 -0.209 0.476
C -2.520 -0.491 0.816
H 2.761 1.293 -1.216
H 3.035 -0.451 -0.991
H 2.452 0.163 -2.556
H 0.283 0.861 -1.474
H 0.566 -0.879 -1.228
H -1.192 0.155 2.754
H -3.306 0.242 0.656
H -1.983 -0.026 2.868
H -2.803 -1.538 0.902

Atomic forces in eV per Å
C 0.0 0.0 0.0
C 0.0 0.0 0.1
O -0.2 -0.1 -0.4
C 0.5 0.1 -0.4
N 0.4 0.3 1.1
C -0.5 -0.3 -1.1
H -0.1 -0.2 -0.1
H -0.1 0.1 -0.1
H 0.0 0.0 0.2
H 0.1 -0.1 0.1
H 0.1 0.2 0.1
H -1.1 -0.2 0.2
H 0.0 0.0 0.2
H 0.9 0.2 -0.1
H -0.1 0.1 0.2

Electronic structure analysis, Löwdin charges in units of e: -0.08, -0.24, -0.08, -0.20, -0.05, -0.08, 0.08, 0.08, 0.08, 0.12, 0.12, 0.04, 0.07, 0.06, 0.07

=====

C4H9NO | ωB97M-V/def2-TZVPD

Properties
Spin multiplicity: 1
Net charge: 0
LUMO: 0.9 eV
Total energy: -287.770151 hartree
Frontier orbital gap: 9.7369 eV
HOMO: -8.8740 eV
Max |F|: 1.649 eV Å⁻¹

CARTESIAN COORDINATES (ANGSTROEM)
C -2.013 -0.385 0.407
N -0.744 -0.313 1.113
C 0.374 0.236 0.402
C 0.189 1.694 -0.090
C 0.860 -0.748 -0.620
O 1.805 -0.639 -1.351
H -2.345 0.619 0.100
H -2.772 -0.860 1.018
H -1.884 -0.949 -0.521
H -0.874 -0.135 2.096
H 1.207 0.198 1.122
H 1.140 2.145 -0.356
H -0.405 2.253 0.622
H -0.374 1.661 -1.026
H 0.333 -1.718 -0.560

Atomic forces in eV per Å
C 0.6 0.8 -0.4
N -1.0 -1.2 -0.1
C 0.4 1.1 1.2
C -0.1 -1.1 -0.9
C 0.0 -0.9 -0.2
O 0.0 0.6 -0.1
H -0.3 -0.1 0.1
H 0.0 -0.1 0.0
H -0.1 -0.2 0.1
H 0.5 0.4 -0.2
H 0.0 0.3 0.0
H 0.1 0.2 0.3
H 0.3 0.2 0.2
H -0.1 0.1 0.0
H -0.2 -0.1 0.0

Electronic structure analysis, Löwdin charges in units of e: -0.12, -0.12, -0.39, -0.04, -0.25, 0.07, 0.07, 0.08, 0.08, 0.11, 0.16, 0.08, 0.08, 0.08, 0.12

=====

C4H9NO | ωB97M-V/def2-TZVPD

Properties
Spin multiplicity: 1
Net charge: 0
LUMO: 0.6 eV
Total energy: -287.776899 hartree
Frontier orbital gap: 10.6577 eV
HOMO: -10.0688 eV
Max |F|: 0.496 eV Å⁻¹

CARTESIAN COORDINATES (ANGSTROEM)
C -0.412 -0.616 -1.718
C 0.838 -0.761 -0.918
N 1.252 0.135 -0.114
C 2.480 -0.109 0.525
O 3.482 -0.483 -0.035
H -0.197 -0.810 -2.775
H -0.837 0.383 -1.607
H -1.151 -1.360 -1.396
H 1.402 -1.696 -1.043
H 2.451 0.125 1.604
C -1.860 1.039 1.494
H -2.483 0.272 1.025
H -2.312 2.020 1.334
H -1.797 0.843 2.567
H -0.857 1.018 1.056

Atomic forces in eV per Å
C 0.0 0.1 0.0
C 0.0 0.1 0.1
N 0.0 -0.3 -0.3
C 0.3 -0.1 -0.1
O -0.4 0.2 0.3
H 0.0 0.0 0.1
H 0.1 -0.1 0.0
H 0.1 0.1 -0.1
H 0.0 0.1 0.0
H 0.0 0.0 -0.1
C 0.0 0.0 0.0
H 0.1 0.1 0.1
H 0.1 -0.1 0.0
H 0.0 0.0 -0.1
H -0.2 0.0 0.1

Electronic structure analysis, Löwdin charges in units of e: -0.07, -0.19, 0.08, -0.34, 0.05, 0.08, 0.08, 0.08, 0.13, 0.12, -0.05, 0.01, 0.02, 0.02, -0.01